Formula: C3H7IO4
Source: the Open Molecules 2025 dataset
Level of theory: ωB97M-V/def2-TZVPD

Geometry as XYZ:
```
15
Properties=species:S:1:pos:R:3
C 0.43920 1.52894 1.18221
C 0.25478 0.10623 0.56321
O 1.46315 -0.56230 0.77001
O -0.89761 -0.54125 1.04900
C 0.28451 0.11260 -0.98542
O -0.53614 -0.30216 -1.75871
O 1.39214 0.72042 -1.42551
H 1.37249 1.59143 1.64053
H -0.35192 1.69658 1.91369
H 0.40473 2.02986 0.32929
H 1.44688 -1.01041 1.63136
H -1.19617 -1.37038 0.73269
H 1.36242 0.68753 -2.35582
I -2.89566 -2.93710 -1.17963
H -2.54279 -1.75000 -2.10689
```

## Properties
SMILES string: CC(O)(O)C(=O)O.I
electronic energy: -717.14317 Eh
E_HOMO: -9.97 eV
energy relative to the best compared isomer or geometry (same formula, charge and spin): 0.161 eV
frontier orbital gap: 10.59 eV